Here is a cluster of 14 separate species, C46H60N14 in total from the Open Molecules 2025 dataset. Energies are from ωB97M-V/def2-TZVPD.

Geometry as XYZ:
```
120
Properties=species:S:1:pos:R:3:lowdin_charge:R:1
H -23.328 -27.949 26.315 0.106
C -24.292 -18.790 31.523 -0.117
C -24.773 -13.189 29.129 -0.151
H -25.765 -25.926 29.306 0.082
H -16.832 -14.592 27.311 0.102
H -27.098 -20.822 28.423 0.045
C -20.537 -16.727 32.139 -0.138
H -24.452 -22.563 32.944 0.108
H -25.450 -12.422 29.462 0.101
H -22.569 -21.799 28.341 0.080
H -28.345 -21.620 26.200 0.087
H -25.999 -25.046 24.855 0.084
N -26.076 -20.009 31.070 0.026
N -27.688 -18.447 26.283 0.015
H -22.695 -20.179 23.440 0.075
C -18.547 -17.395 26.911 -0.129
H -20.793 -19.719 28.213 0.086
C -22.436 -18.763 27.033 -0.121
H -22.146 -18.832 24.432 0.051
C -25.829 -18.943 23.242 -0.087
H -25.744 -18.227 24.057 0.066
H -27.082 -24.152 25.955 0.080
H -23.426 -20.980 31.421 0.097
H -23.114 -24.902 32.776 0.089
C -23.069 -26.941 26.589 -0.130
H -19.240 -20.517 25.266 0.096
H -21.069 -18.606 32.924 0.143
C -20.519 -17.444 30.009 -0.101
H -20.799 -15.114 22.193 0.083
C -22.704 -25.010 27.700 -0.117
H -22.877 -15.187 27.290 0.069
C -28.213 -19.526 25.614 -0.141
N -21.165 -16.205 25.096 0.169
C -28.027 -20.614 26.423 -0.119
C -24.352 -13.539 27.876 -0.119
C -25.587 -23.005 25.032 -0.262
H -19.938 -24.440 26.603 0.094
C -27.173 -18.832 27.483 -0.138
H -20.502 -17.437 28.934 0.070
N -20.795 -18.080 32.114 0.010
N -23.778 -20.500 27.205 0.029
H -24.508 -18.854 26.130 0.100
C -22.857 -23.981 32.279 -0.126
C -20.766 -18.508 30.819 -0.161
H -27.698 -17.491 25.972 0.149
C -25.455 -25.231 30.086 -0.055
H -18.126 -22.180 23.393 0.090
H -16.810 -18.800 27.194 0.104
H -20.251 -15.289 30.542 0.097
C -21.844 -19.779 23.992 -0.061
C -23.361 -14.915 29.352 -0.129
C -19.185 -21.592 25.242 -0.165
N -27.490 -17.999 21.460 0.120
H -20.543 -16.187 33.070 0.103
C -25.096 -18.883 32.702 -0.099
H -19.348 -15.331 26.712 0.069
H -22.976 -26.019 24.698 0.149
C -23.668 -19.241 26.682 -0.136
C -26.180 -19.646 32.382 -0.143
C -17.245 -15.584 27.259 -0.138
N -24.169 -14.033 30.020 0.002
H -23.375 -18.236 31.400 0.078
H -20.234 -21.965 27.012 0.112
C -25.510 -23.876 29.554 -0.253
H -24.691 -13.104 26.950 0.085
C -21.766 -19.784 27.748 -0.125
H -22.779 -15.617 29.926 0.086
N -19.747 -19.347 22.516 0.154
C -22.683 -24.740 26.356 -0.162
H -22.384 -23.883 25.775 0.110
H -24.728 -19.585 29.477 0.098
H -22.530 -24.307 28.501 0.074
H -28.704 -19.396 24.666 0.111
H -22.049 -17.789 26.774 0.059
H -26.186 -19.899 23.611 0.037
H -19.709 -16.488 22.368 0.079
C -24.956 -19.434 30.521 -0.147
H -21.617 -20.474 24.799 0.064
H -15.509 -16.772 27.579 0.140
C -18.802 -23.752 24.807 -0.112
C -21.800 -23.743 31.352 -0.112
C -17.265 -17.826 27.124 -0.132
C -20.356 -16.315 30.854 -0.118
N -25.547 -22.813 29.121 0.177
H -24.277 -14.003 31.017 0.141
N -19.730 -22.349 26.231 0.023
H -24.859 -19.043 22.756 0.071
H -18.472 -24.667 24.341 0.087
H -21.059 -24.452 31.020 0.093
C -20.681 -19.548 23.152 -0.288
N -22.911 -25.920 25.695 0.017
N -22.988 -21.881 31.576 0.047
C -26.755 -18.418 22.237 -0.287
C -20.734 -16.148 22.522 -0.065
C -23.568 -22.813 32.381 -0.148
H -19.404 -18.000 26.659 0.066
H -24.860 -18.410 33.639 0.090
H -21.423 -21.867 30.174 0.086
C -22.977 -26.394 27.843 -0.120
C -20.989 -16.184 23.961 -0.244
H -25.447 -24.497 26.478 0.056
C -21.933 -22.452 30.921 -0.157
H -26.731 -18.140 28.180 0.112
N -16.488 -16.719 27.366 -0.001
C -18.626 -22.429 24.312 -0.097
H -24.583 -21.103 27.141 0.097
H -21.383 -16.840 21.995 0.075
C -27.354 -20.191 27.589 -0.127
H -26.161 -25.335 30.908 0.088
H -22.987 -26.940 28.773 0.092
C -26.057 -24.261 25.604 -0.057
C -19.485 -23.680 25.992 -0.147
C -18.530 -15.975 26.988 -0.125
N -25.201 -22.024 24.579 0.166
H -26.755 -20.568 30.585 0.118
H -24.445 -25.465 30.411 0.063
C -22.620 -20.857 27.820 -0.158
C -23.456 -14.632 28.013 -0.105
H -27.029 -19.937 32.979 0.107
H -20.999 -19.536 30.596 0.086
```

Results
orbital gap	8.158	eV
largest force on an atom	0.88	eV/Å